# 1
A 3-piece molecular cluster, C14H26N4O10P2 overall. Source: the Open Molecules 2025 dataset; level of theory: ωB97M-V/def2-TZVPD.

Each line ends with the natural charge from an NBO analysis.
Geometry (Å):
C: 0.33732 3.96164 -3.58823  -0.74
C: -0.22615 2.92290 -4.63743  0.72
O: 0.27787 1.83155 -4.77681  -0.52
N: -1.38771 3.27080 -5.46834  -0.54
C: -1.13222 3.09636 -6.92075  -0.43
C: -2.61944 2.62143 -5.01738  0.24
C: -3.76031 3.06982 -6.01315  0.26
N: -4.54737 3.32956 -6.80242  -0.27
C: -3.00533 3.23955 -3.60790  -0.52
C: -3.01158 4.79815 -3.79871  0.28
N: -2.87404 5.91904 -3.98122  -0.30
N: -2.60117 1.13362 -5.06868  -0.57
C: -2.46995 0.60389 -3.96177  0.90
O: -2.35263 0.11030 -2.91953  -0.48
H: 1.45978 3.92658 -3.70701  0.26
H: -0.02126 5.00529 -3.78682  0.25
H: 0.13401 3.64249 -2.52650  0.25
H: -0.03656 3.22524 -7.14134  0.23
H: -1.54363 2.13088 -7.31907  0.21
H: -1.65336 3.92033 -7.49632  0.22
H: -2.22725 3.06197 -2.80715  0.27
H: -4.03869 2.94614 -3.28043  0.28
C: -0.38532 -4.35411 3.10574  -0.26
O: -0.33409 -3.13635 2.36615  -0.82
P: -1.62757 -2.73865 1.51910  2.57
O: -2.86379 -2.61153 2.29610  -1.08
O: -1.68974 -3.84422 0.36437  -0.82
C: -0.51864 -4.12905 -0.39438  -0.26
O: -1.16156 -1.41595 0.76677  -0.82
C: -2.11014 -0.80011 -0.10192  -0.26
H: -0.06499 -4.15755 4.12883  0.20
H: -1.38983 -4.78055 3.12240  0.20
H: 0.29934 -5.07121 2.64996  0.18
H: -0.21754 -5.15928 -0.20050  0.19
H: 0.30920 -3.46309 -0.14560  0.19
H: -0.75279 -4.02179 -1.45373  0.19
H: -3.10536 -0.78946 0.34631  0.20
H: -2.13893 -1.33459 -1.05073  0.19
H: -1.79662 0.22630 -0.28426  0.19
C: 0.97727 -0.63708 4.13342  -0.26
O: 1.76336 -0.95287 5.28245  -0.82
P: 3.18394 -0.25055 5.41272  2.57
O: 3.16082 1.21551 5.41825  -1.09
O: 4.04604 -0.88435 4.22122  -0.82
C: 4.06662 -2.29703 4.05021  -0.26
O: 3.77887 -0.92702 6.72648  -0.81
C: 5.08135 -0.51494 7.12887  -0.26
H: -0.02793 -0.36863 4.45718  0.20
H: 1.40095 0.19187 3.56302  0.20
H: 0.91991 -1.51673 3.49370  0.20
H: 3.60436 -2.54076 3.09256  0.19
H: 3.53319 -2.81911 4.84629  0.19
H: 5.10370 -2.63382 4.03910  0.19
H: 5.20007 0.56551 7.03213  0.21
H: 5.83277 -1.02466 6.52213  0.18
H: 5.22272 -0.79165 8.17259  0.20

Calculated values
SMILES: CC(=O)N(C)[C@](C#N)(CC#N)N=C=O.COP(=O)(OC)OC.COP(=O)(OC)OC
total charge: 0
electronic energy: -59954.8858 eV

***

# 2
C26H40F12Ge2N6O10S4Sn as an isolated structure. Source: the Open Molecules 2025 dataset; level of theory: ωB97M-V/def2-TZVPD.

Each line ends with the Löwdin charge.
Geometry (Å):
Sn: -0.95527 1.11890 1.65787  1.54
F: 1.38046 0.01716 6.46508  0.19
C: 2.00741 0.83984 5.65404  -0.67
F: 1.91993 2.07860 6.08902  0.19
F: 3.27513 0.48476 5.52954  0.17
S: 1.15091 0.74987 3.97102  0.60
O: 0.79004 2.08304 3.55772  -0.33
O: 0.05989 -0.17404 4.14180  -0.33
N: 2.23627 0.14307 2.95615  -0.28
S: 1.97012 -1.23585 2.26555  0.69
O: 0.73839 -1.20834 1.43572  -0.47
O: 3.14671 -1.63863 1.56026  -0.27
C: 1.69924 -2.56052 3.59177  -0.66
F: 0.41789 -2.87965 3.68991  0.16
F: 2.15532 -2.10349 4.73832  0.18
F: 2.39081 -3.62558 3.23073  0.18
N: 0.58885 2.63283 0.71164  0.00
C: 1.79174 1.98245 0.16018  -0.27
C: 2.61949 2.94413 -0.70787  -0.12
C: 3.96810 2.38350 -1.15900  -0.14
C: 4.89045 2.01791 0.02048  -0.12
N: 4.95372 0.58388 0.28432  0.10
C: 5.85800 -0.27549 -0.15403  -0.42
N: 5.65030 -1.57474 0.06158  0.22
N: 6.95801 0.11383 -0.80274  0.22
C: 1.43875 0.71788 -0.60740  -0.57
O: 2.29963 -0.09055 -0.87849  0.09
O: 0.16445 0.60652 -0.91019  -0.19
H: 0.08238 3.13242 -0.01671  0.09
H: 0.86129 3.30831 1.41977  0.11
H: 2.38568 1.67072 1.01923  0.12
H: 2.78222 3.85179 -0.11836  0.13
H: 2.03201 3.25046 -1.57968  0.13
H: 4.45105 3.12973 -1.79054  0.12
H: 3.82233 1.49714 -1.77547  0.11
H: 4.54863 2.48257 0.94740  0.13
H: 5.89652 2.40510 -0.13037  0.12
H: 4.12766 0.16017 0.68658  0.10
H: 4.80943 -1.88405 0.52654  0.08
H: 6.33524 -2.26396 -0.19258  0.13
H: 7.18175 1.08394 -0.92697  0.12
H: 7.65715 -0.55535 -1.07425  0.13
C: -0.83100 -5.33956 0.73600  -0.13
C: 0.08175 -4.10740 0.73281  -0.30
Ge: -0.85692 -2.39388 0.80147  1.02
C: -2.17973 -1.99985 2.19003  -0.35
C: -2.96882 -3.25307 2.59870  -0.13
C: -1.59834 -2.11566 -0.94172  -0.18
C: -1.66013 -1.43663 -2.09041  -0.25
Ge: -0.51339 0.06159 -2.60288  1.02
C: -1.39279 1.73474 -3.06643  -0.29
C: -2.08897 1.81508 -4.42536  -0.14
C: 1.09342 -0.33769 -3.64431  -0.30
C: 0.94118 -0.71969 -5.11538  -0.15
C: -2.64088 -1.84082 -3.13284  -0.24
C: -3.82897 -2.50443 -2.81329  -0.03
C: -4.70945 -2.89519 -3.80572  -0.05
C: -4.42839 -2.62614 -5.13990  -0.05
C: -3.26948 -1.94347 -5.47144  -0.05
C: -2.39296 -1.54856 -4.47175  -0.07
H: -0.24377 -6.23149 0.51905  0.08
H: -1.61026 -5.28211 -0.02546  0.07
H: -1.31091 -5.49369 1.70185  0.06
H: 0.62242 -4.06319 -0.21710  0.08
H: 0.82231 -4.18609 1.52296  0.05
H: -2.86127 -1.25687 1.76769  0.06
H: -1.68613 -1.57073 3.06045  0.04
H: -3.46736 -3.73047 1.75409  0.08
H: -3.74099 -2.97253 3.31423  0.09
H: -2.32633 -3.98907 3.08210  0.07
H: -2.28013 -2.98347 -0.90991  0.07
H: -0.59610 2.48605 -3.01131  0.07
H: -2.10071 1.96202 -2.26870  0.05
H: -1.39873 1.65148 -5.25442  0.07
H: -2.52503 2.80478 -4.56000  0.08
H: -2.89744 1.09013 -4.50869  0.06
H: 1.65617 -1.09921 -3.10593  0.07
H: 1.67774 0.58654 -3.56651  0.07
H: 0.50403 -1.71105 -5.23242  0.07
H: 1.92126 -0.74378 -5.59131  0.08
H: 0.33106 -0.01023 -5.67647  0.06
H: -4.09681 -2.68383 -1.77957  0.11
H: -5.62779 -3.39995 -3.53771  0.11
H: -5.11942 -2.93411 -5.91250  0.12
H: -3.04685 -1.71384 -6.50471  0.12
H: -1.49479 -1.01390 -4.76517  0.06
F: -1.92678 4.59160 -0.74567  0.15
C: -2.30507 4.67581 0.53173  -0.66
F: -3.11460 5.68751 0.69236  0.21
F: -1.19651 4.82864 1.26972  0.13
S: -3.15147 3.05939 0.97598  0.62
O: -2.46701 2.08617 0.10332  -0.43
O: -4.54152 3.27647 0.85759  -0.18
N: -2.60340 2.56350 2.38823  -0.44
S: -2.87252 3.42640 3.77455  0.65
O: -3.04821 4.79796 3.44760  -0.23
O: -1.89879 2.95231 4.69606  -0.25
C: -4.53484 2.76645 4.35296  -0.67
F: -5.46643 3.66905 4.12681  0.18
F: -4.44322 2.51429 5.64563  0.17
F: -4.82803 1.64337 3.70347  0.15

Calculated values
total charge: +2
electronic energy: -251827.3278 eV

***

# 3
C63H56N4O5P4Se3Ti as an isolated structure. Source: the Open Molecules 2025 dataset; level of theory: ωB97M-V/def2-TZVPD.

Each line ends with the Mulliken spin population.
Geometry (Å):
Ti: 2.16571 0.95890 -1.26814  1.63
O: 1.96831 0.00159 -3.16738  -0.05
C: 3.20532 -0.43522 -3.71202  0.02
C: 4.26536 0.62878 -3.42005  0.01
N: 4.29262 1.01511 -1.99815  0.03
C: 4.94878 0.00259 -1.15483  0.02
C: 4.01412 -1.19070 -0.87187  0.01
O: 4.44930 -2.32816 -0.96846  0.00
O: 2.81646 -0.84434 -0.54435  0.01
C: 4.77087 2.36873 -1.69444  0.01
C: 4.07935 2.94822 -0.43314  0.03
O: 4.68857 3.77063 0.23567  0.00
O: 2.88640 2.51804 -0.22577  -0.03
H: 1.22857 -0.57852 -3.51302  0.01
H: 3.08711 -0.56784 -4.79285  0.00
H: 3.49877 -1.40075 -3.28525  0.00
H: 4.03071 1.52640 -3.99649  0.00
H: 5.24902 0.25011 -3.73465  0.00
H: 5.18524 0.45702 -0.18884  -0.01
H: 5.86964 -0.38174 -1.61281  0.00
H: 4.51158 3.04115 -2.51653  0.00
H: 5.85457 2.40250 -1.53268  0.00
Se: -4.34145 2.63017 1.54398  0.00
P: -3.65987 2.18128 -0.41978  0.00
C: -4.49862 0.76547 -1.19701  0.01
C: -3.88704 0.13482 -2.27788  -0.01
C: -4.47221 -0.97548 -2.86440  0.00
C: -5.67879 -1.45359 -2.37072  0.00
C: -6.29107 -0.82526 -1.29532  0.00
C: -5.69963 0.28037 -0.70044  0.00
C: -4.07039 3.58712 -1.51541  0.00
C: -4.87002 3.41832 -2.64047  0.00
C: -5.35236 4.52236 -3.33178  0.00
C: -5.02161 5.80070 -2.91410  0.00
C: -4.21158 5.97848 -1.79776  0.00
C: -3.75816 4.87916 -1.09084  0.00
C: -1.93400 1.73741 -0.54865  0.02
C: -0.76745 2.06834 -1.25196  0.08
N: 0.15935 1.11788 -0.91285  0.00
N: -0.43678 0.27027 -0.05847  0.15
N: -1.66379 0.64124 0.17138  -0.01
P: -0.34965 3.31666 -2.42114  0.00
Se: 1.61730 3.17209 -3.18925  0.02
C: -0.54367 4.91718 -1.56804  0.00
C: -0.38823 4.92631 -0.18484  0.00
C: -0.42947 6.12654 0.51087  0.00
C: -0.60525 7.32018 -0.17203  0.00
C: -0.70785 7.31989 -1.55890  0.00
C: -0.66527 6.12289 -2.25449  0.00
C: -1.53572 3.15292 -3.79908  0.01
C: -2.43922 4.10999 -4.23628  0.00
C: -3.26653 3.83911 -5.32184  0.00
C: -3.21021 2.60463 -5.94853  0.00
C: -2.32291 1.63347 -5.49691  0.00
C: -1.48385 1.90919 -4.43400  0.00
H: -2.93106 0.48732 -2.64984  0.00
H: -3.96042 -1.47496 -3.67658  0.00
H: -6.12930 -2.33369 -2.81269  0.00
H: -7.22485 -1.20810 -0.90252  0.00
H: -6.14637 0.76208 0.16059  0.00
H: -5.12359 2.42443 -2.98469  0.00
H: -5.97771 4.37555 -4.20257  0.00
H: -5.40151 6.66208 -3.45058  0.00
H: -3.94270 6.97242 -1.46531  0.00
H: -3.17270 5.01824 -0.19132  0.00
H: -0.22795 3.99432 0.34568  0.00
H: -0.32362 6.12002 1.58729  0.00
H: -0.63924 8.25527 0.37251  0.00
H: -0.80980 8.25234 -2.09968  0.00
H: -0.69351 6.13755 -3.33600  0.00
H: -2.53513 5.05990 -3.73089  0.00
H: -3.97286 4.58983 -5.65027  0.00
H: -3.86753 2.39131 -6.78343  0.00
H: -2.27434 0.65226 -5.95204  0.00
H: -0.79742 1.13583 -4.09843  0.00
C: 0.59294 -1.68698 3.69443  0.00
P: 1.30152 -1.56731 1.94643  0.04
C: 2.78609 -2.63355 2.24502  0.00
C: 3.05312 -3.60745 1.29195  0.00
C: 4.14548 -4.45580 1.42482  0.00
C: 4.99405 -4.33283 2.50936  0.00
C: 4.74020 -3.36480 3.47672  0.00
C: 3.64496 -2.53008 3.34171  0.00
C: 2.01287 0.11983 2.28409  0.02
C: 3.37184 0.40715 2.36971  -0.01
C: 3.81187 1.67616 2.71751  0.00
C: 2.90014 2.68919 2.96874  0.00
C: 1.54479 2.42234 2.86135  0.00
C: 1.10509 1.15170 2.52007  0.00
P: -0.58209 -3.06637 3.99839  0.00
C: -0.49979 -3.21254 5.83110  0.00
C: -0.08744 -2.16445 6.65028  0.00
C: -0.10685 -2.28748 8.03549  0.00
C: -0.54107 -3.46113 8.62756  0.00
C: -0.97672 -4.50920 7.82369  0.00
C: -0.96348 -4.37868 6.44640  0.00
C: 0.24852 -4.61757 3.49133  0.00
C: -0.19468 -5.15524 2.28779  0.00
C: 0.30020 -6.36407 1.81863  0.00
C: 1.24079 -7.05563 2.56399  0.00
C: 1.70272 -6.52205 3.76147  0.00
C: 1.21077 -5.31190 4.22000  0.00
H: -0.04409 -0.80426 3.80730  0.00
H: 1.39105 -1.62143 4.43654  0.00
H: 2.41525 -3.68197 0.42111  0.00
H: 4.33722 -5.19865 0.66199  0.00
H: 5.85628 -4.98251 2.60331  0.00
H: 5.39938 -3.25765 4.32993  0.00
H: 3.45933 -1.78121 4.10274  0.00
H: 4.10034 -0.36402 2.15001  0.00
H: 4.87399 1.88231 2.76432  0.00
H: 3.24933 3.68569 3.20319  0.00
H: 0.81724 3.20936 3.02064  0.00
H: 0.04014 0.96905 2.43276  0.00
H: 0.25060 -1.23500 6.21160  0.00
H: 0.22337 -1.45667 8.64644  0.00
H: -0.54618 -3.56000 9.70626  0.00
H: -1.32966 -5.42918 8.27219  0.00
H: -1.30992 -5.20285 5.83260  0.00
H: -0.92308 -4.61185 1.70065  0.00
H: -0.04793 -6.75095 0.86995  0.00
H: 1.62997 -8.00122 2.20641  0.00
H: 2.45870 -7.04437 4.33363  0.00
H: 1.58460 -4.90054 5.15025  0.00
Se: -0.31073 -1.70111 -4.58567  0.00
C: -0.72458 -2.92743 -3.17509  0.00
C: -1.35091 -2.51548 -1.99876  0.00
C: -1.70976 -3.41966 -1.01186  0.00
C: -1.45630 -4.77527 -1.17694  0.00
C: -0.80126 -5.19908 -2.32496  0.00
C: -0.43271 -4.28840 -3.29954  0.00
H: -1.54946 -1.46319 -1.85020  -0.01
H: -2.18216 -3.05197 -0.10829  0.00
H: -1.76187 -5.48935 -0.42473  0.00
H: -0.57586 -6.25107 -2.46387  0.00
H: 0.08507 -4.62793 -4.18817  0.00

Calculated values
total charge: -2
⟨S²⟩: 2.0067
electronic energy: -338754.6229 eV
multiplicity: 3

***

# 4
A 4-piece molecular cluster, CH8O4 overall. Source: the Open Molecules 2025 dataset; level of theory: ωB97M-V/def2-TZVPD.

Each line ends with the Mulliken spin population.
Geometry (Å):
O: -2.11417 -1.08245 2.05336  0.27
C: -1.08409 -1.73869 2.14309  0.65
H: -0.56249 -2.06574 1.16490  0.01
H: -0.85986 -2.44359 3.00594  0.00
H: 1.07666 0.35478 -1.52955  0.02
H: 2.17272 -0.53493 -1.87640  -0.01
O: 1.97952 0.41302 -1.81227  0.04
H: -1.24805 0.34400 -0.29965  0.03
H: -1.13979 -0.77298 -1.50023  0.01
O: -0.73565 0.07963 -1.12713  -0.04
H: 0.03907 2.66047 -0.19582  0.00
H: 1.57150 2.20133 -0.31723  0.00
O: 0.90463 2.58515 0.29098  0.03

Calculated values
total charge: -1
⟨S²⟩: 0.7527
electronic energy: -9355.0977 eV
multiplicity: 2

***

# 5
C3H10N4 in the gas phase. Source: the Open Molecules 2025 dataset; level of theory: ωB97M-V/def2-TZVPD.

Each line ends with the natural charge from an NBO analysis.
Geometry (Å):
C: -0.32537 1.22064 -0.32407  -0.42
C: -1.20834 0.37586 0.56403  -0.28
C: 1.10731 0.79048 -0.10453  -0.26
N: -0.87654 -1.01218 0.38007  -0.21
N: 1.20507 -0.57917 -0.36044  -0.19
N: -1.57324 -1.59691 -0.64909  -0.65
N: 2.00655 -1.24420 0.43485  -0.59
H: -0.68387 1.00742 -1.35058  0.22
H: -0.46448 2.41335 -0.19095  0.21
H: -0.86247 0.71104 1.61118  0.19
H: -2.35446 0.56176 0.44549  0.18
H: 1.80480 1.31110 -0.89235  0.21
H: 1.50143 0.92771 0.99850  0.15
H: -1.49611 -2.60676 -0.48744  0.38
H: -2.53494 -1.17286 -1.04620  0.35
H: 2.36815 -0.72949 1.23794  0.33
H: 2.12496 -2.24406 0.46246  0.39

Calculated values
total charge: 0
electronic energy: -9228.4150 eV